[1]
{
  "formula": "C23H21N11OPdS",
  "method": "wB97M-V/def2-TZVPD",
  "charge": 2,
  "relative_energy_kcal_mol": 8.1,
  "gap_ev": [6.3, 6.3],
  "homo_energy_ev": [-13.62, -13.62],
  "elements": ["Pd", "N", "C", "S", "N", "N", "C", "C", "C", "C", "C", "C", "C", "C", "C", "C", "C", "C", "N", "H", "H", "H", "H", "H", "H", "H", "H", "H", "H", "H", "O", "C", "C", "C", "C", "C", "C", "C", "N", "C", "C", "N", "H", "H", "H", "H", "H", "H", "H", "N", "N", "N", "C", "N", "N", "H", "H", "H"],
  "xyz": [[0.1180, 0.8099, -0.3275], [0.4373, 1.5736, 3.8374], [0.3944, 1.1012, 2.5910], [0.2036, 2.3157, 1.3163], [0.4907, -0.1791, 2.3876], [0.4713, -0.5483, 1.0815], [0.5762, -1.7874, 0.7331], [0.8037, -2.8824, 1.6926], [1.9226, -3.6981, 1.5184], [2.1633, -4.7355, 2.4041], [1.2772, -4.9755, 3.4452], [0.1579, -4.1707, 3.6114], [-0.0758, -3.1149, 2.7467], [0.4201, -2.0631, -0.7158], [0.3774, -3.3450, -1.2352], [0.2027, -3.5109, -2.6037], [0.0644, -2.3980, -3.4134], [0.0850, -1.1454, -2.8208], [0.2600, -0.9888, -1.5135], [0.3239, 2.5506, 4.0423], [0.6274, 0.9361, 4.5942], [2.6155, -3.5113, 0.7063], [3.0391, -5.3574, 2.2794], [1.4595, -5.7927, 4.1300], [-0.5325, -4.3635, 4.4211], [-0.9402, -2.4796, 2.8832], [0.4684, -4.1956, -0.5763], [0.1668, -4.5055, -3.0271], [-0.0792, -2.4880, -4.4804], [-0.0714, -0.2452, -3.4031], [-1.7007, 0.2735, -0.0103], [-2.7801, 1.0751, -0.0145], [-3.8554, 0.6131, 0.7501], [-5.0652, 1.2711, 0.7137], [-5.2174, 2.4245, -0.0539], [-4.1506, 2.9022, -0.7793], [-2.9148, 2.2396, -0.7802], [-1.7892, 2.7870, -1.5224], [-0.5257, 2.3590, -1.5317], [0.2218, 3.2515, -2.2845], [-0.6042, 4.2099, -2.7555], [-1.8530, 3.9010, -2.2739], [-3.7138, -0.2832, 1.3379], [-5.8977, 0.8938, 1.2921], [-6.1610, 2.9504, -0.0704], [-4.2892, 3.8135, -1.3467], [1.2798, 3.1573, -2.4353], [-0.4184, 5.0674, -3.3769], [-2.6909, 4.4303, -2.4498], [5.1251, 2.6401, -0.1620], [4.0540, 1.9726, -0.6962], [3.9807, 1.6996, -1.9824], [2.7773, 1.1628, -2.0703], [2.1776, 1.1310, -0.8748], [3.0179, 1.6650, 0.0039], [5.9354, 2.4715, -0.7476], [5.2613, 2.3496, 0.7992], [2.3690, 0.7656, -2.9833]],
  "forces_ev_per_angstrom": [[0.26, -0.12, -0.64], [0.07, -0.03, 0.00], [-0.04, -0.06, -0.06], [-0.30, 0.24, 0.34], [0.18, 0.04, -0.03], [0.26, 0.01, 0.04], [-0.08, 0.01, -0.09], [0.06, -0.02, -0.01], [0.00, 0.00, 0.04], [0.00, 0.00, 0.00], [0.00, 0.00, 0.00], [0.00, 0.00, 0.00], [-0.02, 0.02, -0.02], [0.04, 0.02, 0.05], [0.01, 0.01, 0.00], [0.01, 0.00, 0.00], [0.00, -0.01, 0.01], [-0.10, 0.00, -0.01], [-0.12, 0.21, -0.14], [-0.01, 0.00, -0.01], [-0.03, 0.01, 0.01], [0.00, 0.00, -0.01], [0.00, 0.00, 0.00], [0.00, 0.00, 0.00], [0.00, 0.00, 0.00], [-0.01, 0.01, -0.01], [0.01, 0.00, 0.00], [0.00, 0.00, 0.00], [0.00, 0.00, 0.00], [0.01, 0.01, 0.01], [-0.15, -0.09, 0.02], [0.06, 0.05, 0.06], [0.03, 0.06, -0.03], [-0.02, 0.01, 0.00], [-0.02, 0.00, 0.01], [0.02, 0.00, 0.02], [0.05, -0.04, 0.01], [-0.10, 0.03, 0.05], [0.22, -0.24, 0.08], [0.01, -0.05, -0.09], [-0.06, -0.03, -0.01], [0.03, 0.00, -0.04], [-0.01, 0.00, 0.01], [0.01, 0.00, 0.01], [0.00, 0.00, 0.00], [0.01, 0.00, 0.00], [0.00, -0.02, 0.03], [0.00, 0.00, 0.00], [0.00, 0.00, -0.01], [-0.05, 0.03, -0.02], [0.05, -0.05, -0.05], [0.04, -0.04, 0.06], [0.04, -0.25, 0.01], [-0.32, 0.24, 0.50], [-0.01, -0.03, -0.09], [0.02, -0.01, 0.02], [0.03, -0.01, 0.00], [-0.05, 0.08, -0.01]]
}

***

[2]
{
  "formula": "C31H52N3O15P3S",
  "method": "wB97M-V/def2-TZVPD",
  "charge": 0,
  "gap_ev": 6.4,
  "homo_energy_ev": -8.34,
  "elements": ["C", "C", "C", "C", "C", "C", "O", "O", "C", "C", "C", "C", "C", "C", "C", "C", "C", "C", "C", "C", "O", "N", "C", "C", "C", "N", "S", "N", "C", "H", "H", "H", "H", "H", "H", "H", "H", "H", "H", "H", "H", "H", "H", "H", "H", "H", "H", "H", "H", "H", "H", "H", "H", "H", "C", "O", "P", "O", "O", "C", "O", "C", "H", "H", "H", "H", "H", "H", "H", "H", "H", "C", "O", "P", "O", "O", "C", "O", "C", "H", "H", "H", "H", "H", "H", "H", "H", "H", "C", "O", "P", "O", "O", "C", "O", "C", "H", "H", "H", "H", "H", "H", "H", "H", "H"],
  "xyz": [[-4.8808, -1.0801, 5.7332], [-4.4753, -0.0084, 4.6960], [-3.0769, -0.1613, 4.1399], [-2.7547, 0.0332, 2.8258], [-3.8754, 0.4316, 1.8722], [-4.5883, 1.7101, 2.2517], [-5.7918, 1.7596, 2.2891], [-3.8373, 2.7974, 2.5728], [-1.4083, -0.1478, 2.3038], [-1.0876, 0.0342, 0.8387], [-0.2670, 1.2721, 0.4939], [0.3385, 2.0953, 1.4367], [1.0989, 3.1828, 1.0552], [1.2778, 3.5108, -0.2810], [0.6586, 2.7034, -1.2219], [-0.1048, 1.5992, -0.8587], [-0.7165, 0.8024, -1.9950], [-0.3988, -0.5241, 3.1417], [1.0259, -0.7957, 2.7045], [1.1166, -2.0678, 1.8628], [0.7928, -3.1349, 2.3195], [1.5878, -1.8849, 0.5191], [3.0652, -2.0812, 0.5543], [0.9437, -2.9202, -0.3217], [-0.6825, -0.7082, 4.5274], [0.2043, -1.0486, 5.4551], [-0.5977, -1.1000, 6.8518], [-2.0668, -0.7441, 6.3390], [-2.0180, -0.5284, 5.0257], [-4.3714, -2.0282, 5.5710], [-4.5547, -0.7379, 6.7137], [-5.9617, -1.1921, 5.7958], [-5.2356, 0.0052, 3.9219], [-4.5012, 0.9566, 5.2164], [-3.5299, 0.5381, 0.8482], [-4.6198, -0.3623, 1.8728], [-4.2239, 3.1389, 3.3897], [-0.5127, -0.8415, 0.5340], [-1.9623, 0.0448, 0.2008], [0.2155, 1.8731, 2.4892], [1.5893, 3.8139, 1.7880], [1.8871, 4.3532, -0.5816], [0.7908, 2.9308, -2.2739], [0.0356, 0.4972, -2.7203], [-1.3194, -0.0322, -1.6552], [-1.3738, 1.4805, -2.5457], [1.6138, -1.0147, 3.5981], [1.5071, 0.0460, 2.2131], [3.3974, -2.6338, -0.3183], [3.3370, -2.6477, 1.4510], [3.5753, -1.1216, 0.6454], [0.9756, -2.5979, -1.3611], [-0.0991, -3.0326, -0.0279], [1.4278, -3.8888, -0.1706], [2.5880, -5.7527, 2.7291], [3.5744, -6.7954, 2.7315], [4.3539, -6.9977, 1.3276], [4.5679, -5.6575, 0.7596], [3.1330, -7.8073, 0.5941], [2.3035, -8.7215, 1.3180], [5.5163, -7.8848, 0.5967], [5.8290, -9.1910, 1.1175], [1.9410, -5.9175, 3.5882], [3.0681, -4.7841, 2.8321], [1.9911, -5.7779, 1.8194], [1.3407, -8.2526, 1.5256], [2.7526, -9.0336, 2.2591], [2.1394, -9.5995, 0.6944], [4.9717, -9.8608, 1.0172], [6.1312, -9.1326, 2.1635], [6.6575, -9.5878, 0.5379], [-3.2526, 0.9822, -7.4060], [-4.1131, 0.3028, -6.4907], [-3.3578, -0.6423, -5.3516], [-2.1531, 0.2002, -5.1152], [-3.1154, -1.8013, -6.5025], [-4.1750, -2.2177, -7.3721], [-2.9830, -1.7709, -4.1772], [-3.9926, -2.6964, -3.7347], [-3.8766, 1.2843, -8.2471], [-2.8273, 1.8679, -6.9416], [-2.4576, 0.3258, -7.7579], [-4.0344, -1.7699, -8.3564], [-5.1570, -1.9363, -6.9957], [-4.1298, -3.3017, -7.4690], [-4.2958, -3.3566, -4.5515], [-4.8634, -2.1687, -3.3445], [-3.5640, -3.2965, -2.9363], [3.7152, 8.8892, -4.0526], [4.1774, 8.9228, -2.7016], [3.3650, 7.9423, -1.6383], [3.0570, 6.7856, -2.5184], [2.1495, 9.0646, -1.6012], [2.4279, 10.4618, -1.4568], [2.6793, 7.2556, -0.2673], [2.9666, 7.8237, 1.0230], [4.1148, 9.7805, -4.5363], [4.0941, 8.0071, -4.5623], [2.6268, 8.9071, -4.0951], [2.3195, 10.9562, -2.4229], [3.4307, 10.6493, -1.0774], [1.7018, 10.8834, -0.7627], [2.5702, 8.8401, 1.0934], [4.0398, 7.8345, 1.2152], [2.4852, 7.2025, 1.7736]],
  "forces_ev_per_angstrom": [[0.40, 0.54, 0.44], [-0.01, -0.27, 0.44], [-0.27, -0.28, 0.22], [0.06, 0.28, -0.51], [0.50, 0.07, 0.23], [-1.09, -0.10, -0.05], [0.19, 0.10, 0.08], [0.62, -0.83, 0.26], [-0.22, 0.03, 0.21], [0.37, 0.18, 0.36], [-0.08, 0.15, -0.47], [-0.22, -0.16, 0.16], [0.44, 0.63, 0.02], [-0.28, -0.50, 0.03], [0.25, 0.26, -0.01], [0.09, -0.31, -0.33], [-0.20, 0.75, 0.20], [0.51, -0.15, 0.04], [0.46, -0.49, 0.14], [0.03, 0.79, 0.07], [-0.24, -0.06, -0.12], [-0.40, -1.00, 0.20], [-0.12, 0.53, 0.61], [0.29, 0.07, 0.17], [-0.51, 0.13, -0.51], [0.08, 0.07, 0.44], [0.06, -0.11, -0.44], [-0.54, 0.27, 0.45], [0.91, -0.14, -0.16], [-0.28, -0.13, -0.18], [-0.01, -0.18, 0.06], [0.00, -0.16, -0.28], [0.17, 0.13, -0.15], [-0.21, 0.08, -0.17], [0.05, 0.08, 0.02], [-0.19, 0.17, -0.11], [-0.19, 0.50, -0.26], [0.01, 0.08, -0.19], [-0.13, -0.14, 0.17], [-0.02, 0.08, 0.02], [-0.13, -0.15, 0.21], [-0.04, 0.04, 0.00], [-0.08, -0.04, -0.03], [0.01, -0.29, 0.13], [0.16, -0.22, -0.23], [-0.10, -0.17, -0.08], [-0.10, 0.08, 0.08], [-0.21, -0.02, -0.25], [0.02, 0.12, -0.07], [0.15, -0.29, -0.25], [0.00, 0.03, -0.31], [0.19, -0.12, -0.04], [-0.02, 0.07, -0.04], [-0.07, -0.07, -0.28], [-0.23, 0.52, 0.10], [2.14, -1.74, 0.78], [-2.98, 2.13, -4.16], [0.29, -0.16, 0.34], [0.23, -0.29, 0.46], [-0.08, 0.11, -0.20], [0.42, -0.27, 3.03], [-0.09, -0.13, -0.13], [0.12, -0.18, 0.02], [0.02, -0.01, -0.14], [0.08, 0.03, -0.04], [-0.01, -0.02, 0.06], [-0.04, -0.01, 0.03], [0.02, 0.04, -0.06], [0.01, 0.03, -0.01], [0.03, -0.04, -0.01], [-0.02, 0.09, -0.07], [0.26, 0.40, -0.05], [-2.91, -0.55, 1.83], [7.28, 0.03, -3.90], [-0.70, 0.18, 0.71], [-0.98, -0.59, 0.41], [0.25, 0.06, -0.12], [-3.33, 0.85, 1.03], [0.12, -0.20, -0.13], [-0.16, -0.09, 0.10], [0.10, -0.08, 0.04], [0.01, -0.02, 0.11], [-0.08, 0.03, -0.01], [-0.03, 0.00, -0.06], [0.07, 0.00, 0.04], [0.01, 0.01, 0.00], [0.00, -0.07, 0.07], [0.09, 0.04, -0.03], [0.06, -0.26, -0.41], [2.39, 0.26, 2.40], [-6.68, -0.94, -4.61], [0.98, -0.20, 0.32], [0.39, 0.54, 0.97], [-0.20, -0.10, -0.21], [3.36, 0.71, 1.28], [-0.24, 0.09, -0.01], [0.09, 0.04, 0.18], [-0.11, -0.07, 0.04], [0.01, -0.08, 0.08], [0.07, 0.05, 0.00], [0.00, 0.07, -0.03], [-0.04, -0.07, 0.00], [-0.01, -0.01, -0.01], [-0.02, -0.04, 0.10], [-0.05, -0.05, -0.08]]
}

***

[3]
{
  "formula": "CH7IN3",
  "method": "wB97M-V/def2-TZVPD",
  "charge": 1,
  "relative_energy_kcal_mol": 112.2,
  "gap_ev": 8.6,
  "homo_energy_ev": -12.76,
  "elements": ["C", "N", "N", "N", "I", "H", "H", "H", "H", "H", "H", "H"],
  "xyz": [[-0.1350, -0.6171, -1.1592], [1.0547, -1.1615, -1.2262], [0.5046, 0.5843, 0.7301], [-0.6216, 1.0081, 1.4320], [-1.5878, -1.7811, -0.3986], [-0.4050, 0.1409, -1.8827], [1.3539, -1.8853, -0.6161], [1.5917, -0.8681, -2.0418], [1.0253, 1.3976, 0.5508], [-1.3023, 0.3419, 0.9850], [-0.4087, 0.8101, 2.3616], [-1.0699, 2.0302, 1.2650]],
  "forces_ev_per_angstrom": [[1.54, 0.56, 1.19], [-0.10, 0.94, -2.39], [0.13, -1.51, -1.98], [-2.96, 1.93, -2.69], [-1.21, -0.30, 0.66], [0.09, 0.01, 0.07], [0.30, -0.54, 0.30], [0.48, -0.33, 0.75], [1.16, 1.27, -0.59], [-0.29, 0.59, 1.61], [-0.62, -0.08, 2.42], [1.49, -2.55, 0.67]]
}

***

[4]
{
  "formula": "C5H14N2",
  "method": "wB97M-V/def2-TZVPD",
  "charge": 0,
  "relative_energy_kcal_mol": 39.0,
  "gap_ev": 9.6,
  "homo_energy_ev": -8.54,
  "smiles": "CCC[C@@H](N)CN",
  "elements": ["C", "C", "C", "C", "N", "C", "N", "H", "H", "H", "H", "H", "H", "H", "H", "H", "H", "H", "H", "H", "H"],
  "xyz": [[-1.1739, 2.3606, 0.9590], [-0.0767, 1.4150, 1.5161], [-0.1320, -0.1064, 1.1538], [0.0094, -0.3417, -0.4154], [1.2950, 0.1824, -0.8755], [0.0161, -2.0027, -0.6887], [0.5543, -2.4226, -1.9746], [-1.2090, 2.1313, -0.1153], [-2.2026, 2.0044, 1.1849], [-0.9651, 3.4955, 1.0316], [0.9114, 1.6996, 1.1235], [-0.0616, 1.5284, 2.6471], [-1.0078, -0.6266, 1.4932], [0.7631, -0.5702, 1.6368], [-0.8326, -0.0305, -1.0462], [2.1270, -0.0087, -0.3632], [1.3140, -0.0473, -1.8598], [0.5393, -2.5090, 0.0532], [-1.0160, -2.1357, -0.4570], [-0.1149, -2.1802, -2.6761], [1.2626, -1.8355, -2.3274]],
  "forces_ev_per_angstrom": [[0.16, -0.41, -1.45], [-0.02, 0.07, 1.33], [0.60, 0.95, -1.66], [2.06, -3.10, 1.57], [-2.16, 1.26, -1.14], [-0.06, 3.54, -0.06], [-1.90, -0.47, -0.01], [0.34, 0.49, -0.17], [0.56, 0.77, 0.81], [-0.54, -2.02, 0.36], [-0.37, 0.41, 0.29], [0.20, -0.25, -1.23], [-0.57, -0.14, 0.36], [-0.68, 0.16, -0.39], [0.34, 0.65, 0.30], [0.24, -0.59, 0.30], [0.95, 0.32, 0.12], [1.19, -0.58, 1.58], [-1.01, -1.23, -0.81], [-1.13, -0.49, -0.60], [1.80, 0.68, 0.50]]
}

***

Q: Number 2 is which compound?
A: C31H52N3O15P3S